1.
The following is a DFT calculation (ωB97M-V/def2-TZVPD) of C55H66CuN3O6S2 as an isolated structure.

Geometry as XYZ:
```
133
Properties=species:S:1:pos:R:3:forces:R:3
Cu 1.2590 1.6649 -0.3959 0.185 -0.151 0.076
C 2.1301 2.3250 3.0523 0.023 -0.058 0.056
O 1.4182 1.6139 2.0674 -0.057 -0.008 -0.027
C 0.2761 0.9558 2.4792 0.058 0.107 0.120
C 0.3427 -0.4313 2.5925 -0.001 0.107 0.086
C 1.6325 -1.1701 2.3406 -0.001 -0.122 0.113
C 1.8371 -1.7964 0.9713 -0.039 -0.027 -0.041
C 2.6669 -2.9044 0.8941 -0.180 -0.115 0.045
C 3.0071 -3.5203 -0.3083 -0.010 -0.058 -0.009
C 2.4668 -2.9547 -1.4584 -0.044 -0.030 -0.008
C 1.6305 -1.8501 -1.4407 -0.008 -0.031 0.059
C 1.2147 -1.2847 -2.7877 0.007 -0.117 -0.087
C -0.1162 -0.5829 -2.8824 -0.045 0.062 -0.034
C -1.2849 -1.3099 -2.9926 0.011 0.042 0.056
C -2.5349 -0.6949 -3.0865 -0.030 -0.005 -0.049
C -2.5744 0.6876 -3.0662 0.000 -0.027 0.057
C -1.4232 1.4711 -2.9357 0.062 -0.042 0.042
C -1.5960 2.9613 -2.6829 0.011 0.017 -0.100
C -2.1808 3.2023 -1.3106 -0.005 0.004 -0.012
C -3.5507 3.2554 -1.1380 -0.043 0.031 0.023
C -4.1617 3.3432 0.1165 0.019 0.006 -0.045
C -3.3035 3.3420 1.2105 -0.058 0.040 0.019
C -1.9227 3.2877 1.0864 -0.027 -0.002 -0.005
C -1.0688 3.1228 2.3198 0.032 0.066 0.125
C -0.9131 1.6526 2.6666 0.029 -0.116 -0.070
C -2.0312 0.9198 3.0493 0.024 -0.048 -0.051
C -2.0088 -0.4626 3.1863 -0.025 0.026 0.042
C -0.8051 -1.1210 2.9581 -0.009 -0.007 -0.073
C -3.3137 -1.1949 3.4948 -0.031 -0.005 -0.012
C -3.1174 -2.7050 3.6249 0.010 -0.019 -0.004
C -4.3022 -0.9390 2.3456 -0.021 -0.015 0.028
C -3.9171 -0.6748 4.8067 -0.002 -0.003 -0.027
C -1.2963 3.2788 -0.1907 0.005 -0.026 0.036
O -0.0170 3.3371 -0.3307 0.006 -0.090 -0.035
C -5.6826 3.3894 0.2315 0.005 -0.001 0.014
C -6.2277 4.6345 -0.4823 -0.017 -0.009 -0.002
C -6.2906 2.1375 -0.4178 -0.012 0.005 -0.014
C -6.1506 3.4337 1.6867 0.006 0.012 0.011
C -0.1986 0.8176 -2.8938 0.028 0.026 -0.154
O 0.9971 1.4750 -2.7508 -0.017 -0.044 0.090
C 1.4137 2.4534 -3.6787 -0.019 0.003 -0.038
C -3.7927 -1.5586 -3.1514 -0.016 0.006 0.028
C -3.7521 -2.4507 -4.3990 0.014 -0.007 0.013
C -3.8562 -2.4418 -1.8962 -0.029 -0.015 -0.015
C -5.0720 -0.7227 -3.1991 -0.004 -0.010 -0.023
C 1.2783 -1.2228 -0.2113 0.058 0.083 -0.084
O 0.4955 -0.1965 -0.1683 0.089 0.135 -0.006
C 3.9364 -4.7321 -0.3289 0.059 -0.072 0.016
C 5.3195 -4.3452 0.2134 0.002 -0.046 0.035
C 4.1378 -5.2850 -1.7401 -0.090 0.006 -0.052
C 3.3509 -5.8577 0.5393 0.009 0.043 -0.011
H 2.2292 1.7304 3.9688 0.030 0.016 -0.013
H 1.6484 3.2775 3.3007 -0.014 -0.029 0.027
H 3.1179 2.5209 2.6343 -0.007 0.027 0.012
H 1.6869 -1.9831 3.0754 0.037 0.047 -0.011
H 2.4701 -0.5021 2.5616 0.007 0.065 -0.081
H 3.0676 -3.2956 1.8287 0.018 -0.016 0.011
H 2.7181 -3.3625 -2.4310 0.022 -0.007 0.005
H 1.1770 -2.1301 -3.4851 0.052 0.053 0.003
H 2.0059 -0.6213 -3.1446 0.005 0.068 0.103
H -1.2069 -2.3923 -2.9776 0.009 -0.020 0.004
H -3.5252 1.2043 -3.0873 -0.005 0.017 0.013
H -2.2755 3.3740 -3.4372 0.023 -0.024 -0.010
H -0.6461 3.4815 -2.7632 -0.021 0.006 0.059
H -4.1713 3.2188 -2.0315 -0.007 -0.004 -0.006
H -3.7118 3.3789 2.2163 0.007 0.003 -0.010
H -1.5502 3.6381 3.1592 0.051 -0.016 0.012
H -0.0947 3.5753 2.1466 -0.017 -0.001 -0.061
H -2.9658 1.4540 3.1730 -0.016 0.013 -0.007
H -0.7419 -2.2007 3.0207 0.005 -0.004 -0.001
H -2.7447 -3.1391 2.6963 0.006 -0.003 -0.015
H -4.0744 -3.1793 3.8582 -0.010 -0.003 0.000
H -2.4131 -2.9523 4.4219 0.006 0.010 0.014
H -3.8825 -1.2814 1.3985 0.013 -0.015 0.010
H -4.5197 0.1243 2.2374 0.003 0.027 0.000
H -5.2439 -1.4678 2.5256 -0.009 -0.003 -0.007
H -3.2347 -0.8480 5.6414 0.019 -0.011 0.004
H -4.8619 -1.1834 5.0205 -0.012 -0.008 0.000
H -4.1143 0.3959 4.7530 -0.005 0.021 0.005
H -5.9358 4.6392 -1.5330 0.006 0.001 -0.019
H -5.8289 5.5412 -0.0234 0.010 0.009 0.013
H -7.3212 4.6691 -0.4304 -0.018 -0.002 0.002
H -6.0385 2.0837 -1.4774 0.008 -0.006 -0.024
H -7.3824 2.1406 -0.3291 -0.011 0.003 0.003
H -5.9036 1.2350 0.0595 0.002 -0.006 0.018
H -5.7714 4.3188 2.2014 0.006 0.010 0.001
H -5.8174 2.5527 2.2391 0.004 -0.018 -0.002
H -7.2434 3.4612 1.7244 -0.009 0.003 -0.009
H 0.8492 2.3739 -4.6129 -0.002 0.029 0.019
H 2.4743 2.2767 -3.8729 -0.030 -0.003 -0.027
H 1.2987 3.4555 -3.2571 0.015 -0.007 -0.015
H -2.8653 -3.0849 -4.4006 0.011 -0.010 0.001
H -3.7286 -1.8423 -5.3056 -0.002 0.016 -0.004
H -4.6345 -3.0967 -4.4376 -0.018 -0.011 -0.001
H -2.9990 -3.1115 -1.8338 0.023 -0.011 -0.005
H -4.7674 -3.0485 -1.9032 -0.004 -0.011 0.009
H -3.8538 -1.8231 -0.9974 -0.011 0.018 -0.004
H -5.0993 -0.0760 -4.0789 0.011 0.003 -0.011
H -5.1683 -0.0956 -2.3123 0.000 0.021 0.029
H -5.9412 -1.3850 -3.2400 -0.003 -0.010 -0.002
H 5.7755 -3.5813 -0.4185 -0.024 0.019 0.017
H 5.9861 -5.2149 0.2347 -0.015 -0.031 0.011
H 5.2489 -3.9460 1.2278 0.021 -0.014 -0.041
H 4.6039 -4.5462 -2.3928 0.018 0.043 -0.001
H 3.1870 -5.5838 -2.1890 0.009 -0.009 0.010
H 4.7863 -6.1649 -1.7020 0.018 -0.008 0.013
H 3.2160 -5.5293 1.5704 0.001 0.002 0.028
H 4.0130 -6.7301 0.5429 0.017 -0.008 -0.002
H 2.3739 -6.1641 0.1590 -0.004 0.007 -0.013
N 7.4331 -0.6832 3.5840 0.017 0.030 0.050
C 6.9976 -0.5141 2.2517 -0.089 -0.050 -0.054
C 7.7396 0.2421 1.3532 0.012 0.010 -0.050
C 7.3184 0.3804 0.0344 0.047 -0.008 -0.018
C 6.1603 -0.2414 -0.3935 0.074 -0.043 -0.035
C 5.4092 -0.9937 0.5041 -0.172 0.102 -0.129
C 5.8275 -1.1369 1.8121 0.074 0.090 -0.005
S 5.5205 -0.0048 -2.0439 0.177 0.228 0.144
O 5.2585 -1.3124 -2.5900 -0.093 -0.085 0.021
O 6.5081 0.8015 -2.7550 -0.188 0.010 0.202
N 4.1563 0.7215 -1.7379 0.160 0.125 -0.456
C 4.1087 2.0310 -1.4382 -0.215 -0.665 0.442
S 5.2303 3.2829 -1.9506 0.034 0.164 0.013
C 4.2538 4.4684 -1.1421 -0.059 0.039 0.001
C 3.1936 3.8694 -0.5554 0.192 0.081 -0.041
N 3.1275 2.5082 -0.6890 -0.267 0.207 -0.293
H 7.9659 0.1067 3.9178 0.002 -0.007 0.000
H 6.6670 -0.8682 4.2153 0.002 -0.012 -0.006
H 8.6479 0.7333 1.6862 0.011 0.005 0.011
H 7.8788 0.9798 -0.6702 0.029 0.017 -0.013
H 4.4751 -1.4394 0.1738 0.112 0.024 0.045
H 5.2328 -1.7213 2.5061 -0.023 -0.006 0.011
H 4.4919 5.5193 -1.1567 0.046 -0.009 -0.002
H 2.3942 4.3603 -0.0174 -0.011 0.024 0.002
```
Positions in Å, forces in eV/Å.

2S+1: 1
Charge: -2
Energy relative to the best compared isomer or geometry (same formula, charge and spin) (eV): 0.000
Kohn-Sham gap (eV): 5.2

2.
The following is a DFT calculation (ωB97M-V/def2-TZVPD) of one molecule with the formula C4H7BN2O3S.

Geometry as XYZ:
```
18
Properties=species:S:1:pos:R:3:forces:R:3
B -2.8889 1.1377 0.0785 1.358 -3.829 -0.209
C 0.9925 -0.6296 -0.0075 -2.886 -1.793 0.776
C -0.6573 0.6218 1.2858 0.396 -1.179 -0.394
C 1.2431 1.6911 0.2277 0.799 1.809 0.397
C 1.5977 -1.9803 0.3161 1.834 3.485 -2.024
N 1.7333 0.3979 0.1607 -0.071 0.520 -0.026
N 0.0352 1.7596 0.7862 -2.671 -1.005 -0.268
O -2.7227 2.4072 -0.2227 -0.277 2.005 -0.936
O -3.6124 0.1173 -0.5261 0.522 0.847 0.888
O -1.9557 0.5314 0.9617 0.472 0.705 0.753
S 2.1462 3.0125 -0.1914 0.016 -0.189 -0.064
H 1.1727 -2.6802 -0.2934 -1.547 -2.194 -0.844
H 1.6086 -2.1214 1.3403 -0.346 -0.635 2.033
H 2.6348 -1.9433 -0.0366 0.452 -0.074 0.269
H 2.7044 0.2966 0.2656 1.884 0.294 0.206
H -0.5804 2.5638 0.7189 0.755 0.460 -0.455
H -2.9906 2.5970 -1.1322 -0.169 0.328 0.277
H -4.4339 0.2561 -0.9749 -0.520 0.446 -0.379
```
Positions in Å, forces in eV/Å.

2S+1: 1
Kohn-Sham gap (eV): 7.2

3.
The following is a DFT calculation (ωB97M-V/def2-TZVPD) of a 9-piece molecular cluster, C31H50BBrCl17N4O5P overall.

Geometry as XYZ:
```
110
Properties=species:S:1:pos:R:3:forces:R:3
C 1.9238 -4.3588 -0.8183 -0.195 0.522 0.432
C 0.9852 -4.9070 -1.8420 -0.178 -0.744 0.119
O 0.6398 -6.0424 -1.8124 -0.277 -0.434 -0.181
O 0.4727 -4.0406 -2.7992 0.511 0.761 0.189
C 1.0070 -4.1348 -4.0604 0.302 0.175 -0.603
O 1.5035 -5.1270 -4.4811 0.318 -0.611 0.030
C 0.9187 -2.8539 -4.8711 -0.585 0.172 0.981
C 1.0483 -1.6224 -3.9946 -0.383 0.204 -0.241
C -0.0947 -0.8087 -3.7032 0.270 -0.054 0.032
C -1.4656 -1.0802 -4.2569 -0.279 0.305 0.136
C -2.4934 -1.6566 -3.2387 0.593 0.278 0.122
C -1.9681 -1.8957 -1.8323 -0.481 -0.514 -0.120
Br -3.1591 -3.3718 -3.9234 -0.117 0.036 -0.072
C 0.0996 0.2909 -2.9040 -0.015 0.229 -0.018
Cl -1.1994 1.3866 -2.5402 0.098 -0.148 -0.360
C 1.3599 0.6161 -2.3421 -0.236 0.626 0.233
N 1.4780 1.7106 -1.5364 0.205 -0.438 -0.018
C 2.6700 1.9135 -1.0351 0.071 -0.255 0.880
P 2.8234 3.3847 0.0973 -0.334 1.145 -1.158
N 4.4625 3.4310 0.6497 -0.762 -1.264 -0.100
O 1.9607 2.9434 1.4126 0.291 -0.609 -0.239
C 3.7700 1.0715 -1.3477 0.500 0.039 -0.068
N 3.7092 0.0421 -2.1446 -0.574 0.267 0.190
C 2.4565 -0.1975 -2.6407 -0.042 -0.475 -0.364
C 2.2853 -1.3081 -3.4920 0.499 -0.276 0.016
B 3.5720 -2.1651 -3.8489 0.318 0.323 -0.335
N 4.1687 -2.0248 -5.1663 0.078 -0.660 0.122
O 4.1250 -3.0618 -2.9670 0.106 0.138 0.083
H 2.9593 -4.5031 -1.1107 0.050 0.009 -0.296
H 1.7477 -3.3125 -0.5725 0.031 0.115 -0.242
H 1.7604 -4.9455 0.0797 0.027 -0.092 0.083
H -0.0592 -2.9098 -5.3406 -0.026 0.071 -0.213
H 1.6793 -2.8630 -5.6441 0.121 -0.193 -0.027
H -1.8469 -0.1206 -4.6021 -0.124 0.066 -0.004
H -1.4524 -1.7024 -5.1401 0.181 -0.113 -0.053
H -3.3355 -0.9772 -3.1916 -0.311 -0.200 -0.080
H -1.0502 -2.4717 -1.8743 0.174 0.071 0.140
H -2.7118 -2.4886 -1.3038 -0.007 -0.042 0.119
H -1.8617 -0.9784 -1.2660 0.239 0.203 -0.117
H 4.6994 2.5380 1.0843 0.351 0.165 0.161
H 5.0380 3.5394 -0.1813 0.224 0.278 0.147
H 1.8698 1.9801 1.4590 -0.026 -0.002 0.234
H 4.7312 1.2967 -0.9031 0.114 -0.069 -0.009
H 4.8090 -1.2387 -5.1963 -0.375 0.333 -0.245
H 4.7395 -2.8381 -5.3810 0.108 0.036 0.038
H 4.0765 -2.7060 -2.0727 -0.328 -0.249 0.116
Cl 3.8455 0.7627 3.9197 -0.004 0.045 -0.040
C 2.2399 -0.0103 3.9375 0.105 -0.199 -0.115
C 2.1576 -1.1424 2.9454 -0.036 -0.115 0.201
Cl 2.2201 -0.5428 1.2657 -0.015 -0.039 -0.148
H 1.4981 0.7529 3.7303 -0.002 0.029 -0.092
H 2.0772 -0.3865 4.9448 0.038 -0.017 0.005
H 1.2130 -1.6726 3.0605 -0.060 0.116 -0.050
H 2.9708 -1.8515 3.0799 0.073 0.070 -0.074
Cl -5.0537 -0.5952 -0.5623 0.002 -0.011 -0.035
C -4.5868 -0.1768 1.1113 0.054 -0.048 0.048
C -3.8614 1.1410 1.1837 0.047 0.032 0.115
Cl -2.2407 1.0596 0.4333 -0.171 0.115 0.199
H -3.9808 -0.9875 1.5071 0.054 -0.002 -0.083
H -5.5064 -0.1258 1.6864 -0.038 0.023 -0.046
H -3.7118 1.4254 2.2220 0.000 -0.072 0.026
H -4.4206 1.9321 0.6907 0.034 -0.011 -0.067
Cl 0.5367 1.7086 5.9867 -0.188 0.078 0.225
C 0.9025 1.9752 7.7133 -0.110 0.079 0.090
C 2.3714 2.2042 7.9499 0.048 0.071 0.057
Cl 3.3271 0.7289 7.6541 0.003 -0.016 -0.013
H 0.5420 1.1143 8.2708 0.026 -0.048 -0.062
H 0.3353 2.8504 8.0252 0.045 0.041 -0.031
H 2.5347 2.4864 8.9885 -0.030 -0.038 0.018
H 2.7608 2.9926 7.3108 0.007 -0.061 -0.074
Cl -6.1505 1.5204 3.5997 -0.067 0.035 0.166
C -6.6685 3.0870 4.2750 -0.098 0.035 0.119
C -6.8643 4.1238 3.2003 -0.063 0.080 -0.002
Cl -5.3218 4.5990 2.4431 0.005 -0.030 -0.026
H -5.9243 3.3995 5.0028 0.074 -0.014 -0.064
H -7.6081 2.9141 4.7969 -0.033 -0.014 -0.061
H -7.2979 5.0233 3.6338 0.036 0.001 0.039
H -7.5257 3.7639 2.4165 0.049 -0.043 -0.026
Cl -1.6134 -0.5233 3.3407 0.044 -0.036 0.037
C -1.7826 -1.5814 4.7677 0.110 0.000 0.049
C -2.9022 -2.5777 4.6091 0.003 -0.109 0.040
Cl -4.5041 -1.7948 4.6275 0.013 0.038 -0.057
H -1.9318 -0.9491 5.6382 -0.049 0.071 -0.010
H -0.8364 -2.1092 4.8846 -0.027 -0.046 -0.020
H -2.8862 -3.2815 5.4396 0.015 0.035 0.032
H -2.8116 -3.1378 3.6815 -0.022 0.066 -0.042
Cl 1.9864 8.1249 -1.2892 0.089 0.107 0.065
C 1.0049 7.8407 0.1693 -0.115 0.157 0.023
C 1.8563 7.6015 1.3879 0.008 0.009 0.172
Cl 2.7266 6.0461 1.2906 0.022 0.750 0.319
H 0.3471 6.9998 -0.0293 0.056 -0.062 -0.053
H 0.3938 8.7301 0.3178 0.049 0.034 0.018
H 1.2257 7.5596 2.2751 -0.047 -0.028 -0.035
H 2.5908 8.3916 1.5239 0.042 -0.028 -0.061
Cl 0.4465 5.2017 -2.0059 -0.094 -0.181 -0.113
C -0.9320 5.1294 -3.1316 -0.042 -0.119 0.036
C -0.7706 6.0664 -4.2995 -0.048 -0.038 -0.096
Cl -0.8786 7.7785 -3.8116 0.012 0.012 0.004
H -1.8371 5.3495 -2.5704 0.019 0.052 0.020
H -0.9897 4.1025 -3.4905 0.033 0.015 -0.030
H -1.5681 5.8928 -5.0204 -0.029 -0.004 0.031
H 0.1844 5.9195 -4.7972 0.046 0.046 0.065
Cl 0.0088 -11.5201 -3.3905 0.019 -0.025 -0.003
C 0.8412 -10.0352 -2.8513 0.020 0.043 0.098
C 0.6169 -8.8778 -3.7867 0.020 0.186 0.035
Cl 1.4201 -9.1141 -5.3615 -0.010 -0.057 -0.029
H 1.8987 -10.2645 -2.7501 0.002 -0.044 -0.072
H 0.4435 -9.7891 -1.8683 -0.044 0.027 -0.023
H 1.0322 -7.9699 -3.3537 0.000 -0.012 0.002
H -0.4411 -8.7148 -3.9733 -0.006 -0.054 -0.038
```
Positions in Å, forces in eV/Å.

2S+1: 1
SMILES: CC(=O)OC(=O)Cc1c(C[C@H](C)Br)c(Cl)c2nc(P(N)O)cnc2c1B(N)O.ClCCCl.ClCCCl.ClCCCl.ClCCCl.ClCCCl.ClCCCl.ClCCCl.ClCCCl
Kohn-Sham gap (eV): 7.3

no.,energy (a.u.)
1,-5188.125501
2,-914.858501
3,-12570.137277